1.
{"formula": "C6H16NSi", "method": "ωB97M-V/def2-TZVPD", "symbols": ["C", "C", "C", "C", "C", "C", "N", "Si", "H", "H", "H", "H", "H", "H", "H", "H", "H", "H", "H", "H", "H", "H", "H", "H"], "coordinates": [[-1.525, 1.548, 0.644], [-2.265, 0.360, 0.015], [-1.771, -1.013, 0.488], [-0.610, -1.599, -0.348], [0.744, -1.250, 0.179], [1.541, -0.262, -0.210], [1.019, 0.661, -1.264], [3.289, 0.166, 0.462], [-0.512, 1.281, 0.950], [-1.496, 2.402, -0.031], [-2.038, 1.870, 1.545], [-2.216, 0.400, -1.078], [-3.320, 0.447, 0.272], [-2.604, -1.712, 0.421], [-1.480, -0.959, 1.536], [-0.693, -2.686, -0.317], [-0.731, -1.294, -1.390], [1.110, -1.889, 0.968], [0.888, 0.169, -2.157], [1.682, 1.432, -1.396], [0.108, 1.042, -0.954], [3.149, 1.591, 0.791], [4.155, 0.006, -0.706], [3.577, -0.710, 1.580]], "atomic_forces_ev_per_a": [[-0.092, -0.146, -0.152], [0.084, -0.074, 0.200], [-0.178, 0.040, -0.249], [-0.163, -0.048, 0.210], [-0.008, 0.173, -0.228], [0.648, -0.205, 0.610], [-0.238, -0.067, -0.030], [-0.959, -0.011, -0.546], [0.151, 0.044, 0.047], [0.016, 0.174, 0.013], [0.067, 0.075, 0.125], [-0.063, -0.024, -0.051], [-0.034, 0.038, -0.138], [0.022, -0.065, 0.043], [-0.040, -0.064, 0.133], [0.048, 0.025, -0.140], [-0.031, -0.075, -0.070], [0.163, -0.055, 0.175], [0.035, 0.232, 0.138], [-0.303, -0.018, -0.157], [0.323, 0.051, -0.232], [0.171, 0.165, 0.129], [0.301, 0.003, -0.065], [0.079, -0.168, 0.236]], "multiplicity": 1, "homo_ev": -14.13, "lumo_energy_ev": -3.34, "largest_force_ev_per_a": 1.1, "gap_ev": 10.80, "total_charge": 1}

***

2.
{"formula": "C6H16O", "method": "ωB97M-V/def2-TZVPD", "symbols": ["C", "C", "C", "C", "C", "C", "H", "H", "H", "H", "H", "H", "H", "H", "H", "H", "H", "H", "H", "H", "H", "H", "O"], "coordinates": [[1.677, 1.526, 1.136], [0.588, 0.482, 1.445], [-0.451, 0.313, 0.283], [-1.637, 1.214, 0.591], [-0.854, -1.165, 0.097], [-1.192, -1.486, -1.345], [1.327, 2.485, 0.746], [2.302, 1.126, 0.333], [2.252, 1.648, 2.058], [1.183, -0.428, 1.538], [-0.059, 0.641, 2.308], [-0.085, 0.677, -0.684], [-1.327, 2.247, 0.783], [-2.361, 1.337, -0.217], [-2.149, 0.859, 1.492], [-1.741, -1.305, 0.736], [-0.084, -1.838, 0.469], [-1.872, -0.720, -1.739], [-1.770, -2.416, -1.417], [-0.323, -1.542, -1.997], [2.518, -1.849, -2.548], [1.987, -0.806, -1.556], [2.070, -0.997, -2.511]], "atomic_forces_ev_per_a": [[-0.596, -0.134, 0.364], [-0.234, 0.055, -1.862], [0.510, -0.020, 0.081], [-0.336, 0.424, 0.174], [-0.443, 0.569, 0.306], [-0.909, -0.106, -0.156], [-0.237, 0.093, 0.359], [0.201, -0.127, 0.199], [0.311, 0.339, -0.295], [-0.398, -0.308, 0.307], [0.630, 0.182, 0.508], [0.592, -0.131, 0.194], [0.284, -0.098, 0.169], [-0.089, -0.494, -0.115], [-0.138, 0.054, -0.101], [0.083, -0.299, -0.114], [0.164, 0.035, -0.037], [0.127, 0.048, -0.046], [0.279, -0.064, -0.040], [0.100, 0.001, 0.090], [0.265, -0.398, 0.151], [0.223, -0.164, 0.048], [-0.391, 0.547, -0.185]], "multiplicity": 2, "homo_ev": [1.10, -6.77], "lumo_energy_ev": [3.70, 3.55], "largest_force_ev_per_a": 1.9, "gap_ev": [2.60, 10.32], "s2": 0.75, "total_charge": -1}

***

3.
{"formula": "C6H16O", "method": "ωB97M-V/def2-TZVPD", "symbols": ["C", "C", "C", "C", "C", "C", "H", "H", "H", "H", "H", "H", "H", "H", "H", "H", "H", "H", "H", "H", "O", "H", "H"], "coordinates": [[-1.495, -0.526, -2.478], [-0.864, -0.739, -1.100], [-0.409, 0.727, -0.624], [-1.544, 1.720, -0.572], [0.079, 0.375, 0.835], [0.766, 1.531, 1.561], [-2.503, -0.212, -2.411], [-0.977, 0.207, -3.164], [-1.635, -1.558, -2.874], [0.082, -1.217, -1.249], [-1.600, -1.297, -0.464], [0.370, 0.977, -1.266], [-2.474, 1.376, 0.019], [-1.985, 1.915, -1.587], [-1.284, 2.706, -0.093], [-0.799, -0.111, 1.310], [0.962, -0.408, 0.603], [0.138, 2.080, 2.056], [1.580, 1.217, 2.329], [1.104, 2.201, 0.657], [4.086, -3.467, 2.477], [4.934, -3.915, 2.679], [3.466, -3.582, 3.353]], "atomic_forces_ev_per_a": [[0.337, -1.580, -0.686], [-0.613, 2.962, -1.324], [-2.515, -3.251, 3.593], [-1.998, 0.958, -0.004], [2.421, -1.159, -1.675], [4.180, -2.283, -3.263], [-1.100, 0.748, 0.325], [-0.219, -1.180, 0.687], [0.488, 0.766, -0.670], [0.305, -0.967, 0.263], [0.996, 0.635, -0.185], [1.439, 0.831, -0.977], [1.587, 0.030, -0.608], [0.616, 0.105, 0.782], [0.014, -0.899, -0.645], [0.860, 0.275, 0.209], [-2.185, 1.219, 0.905], [-3.808, 3.260, 2.942], [-1.085, 0.546, -1.757], [0.282, -1.021, 2.092], [-1.753, -0.643, 3.223], [-0.874, 0.335, 0.087], [2.625, 0.312, -3.314]], "multiplicity": 1, "homo_ev": -10.00, "lumo_energy_ev": 0.82, "largest_force_ev_per_a": 5.8, "gap_ev": 10.82, "total_charge": 0}

***

4.
{"formula": "C6H16O2", "method": "ωB97M-V/def2-TZVPD", "symbols": ["C", "C", "C", "C", "C", "C", "H", "H", "H", "H", "H", "H", "H", "H", "H", "H", "H", "H", "H", "H", "O", "H", "H", "O"], "coordinates": [[-0.745, -1.197, -1.844], [-1.417, -1.259, -0.523], [-1.293, 0.211, -0.033], [0.128, 0.836, 0.298], [-0.866, 3.162, 0.201], [-0.024, 2.188, -0.152], [-0.051, -2.051, -2.197], [-0.061, -0.391, -1.889], [-1.574, -1.119, -2.602], [-2.446, -1.655, -0.582], [-0.914, -1.970, 0.277], [-1.815, 0.348, 0.994], [-1.742, 0.886, -0.691], [1.176, 0.539, -0.204], [0.200, 0.680, 1.378], [-1.348, 3.192, 1.180], [-0.733, 4.238, -0.229], [0.235, 2.528, -1.250], [1.213, -1.934, 2.471], [0.350, -1.343, 1.384], [1.095, -1.869, 1.457], [3.203, -1.950, 1.052], [3.503, -0.677, 0.443], [3.926, -1.392, 1.062]], "atomic_forces_ev_per_a": [[0.156, -2.735, -2.696], [1.351, -0.602, 2.867], [-0.342, -1.676, 3.021], [1.591, -1.609, -0.798], [1.005, 2.576, 1.501], [-0.981, 3.769, -3.435], [-1.382, 0.663, 0.838], [0.352, 1.166, -0.285], [1.147, 0.271, 0.253], [0.274, 0.596, 0.025], [-0.856, 1.316, -1.824], [0.452, -0.248, -1.601], [-0.981, 0.646, -1.235], [-2.613, -0.482, 1.056], [0.592, 0.500, -0.032], [-0.199, -0.250, -0.102], [-0.600, -2.220, 0.235], [0.742, -1.476, 1.897], [-0.206, 0.069, -1.573], [-2.425, 1.728, -0.086], [2.863, -2.038, 1.956], [-2.676, -2.323, 0.474], [1.421, -1.577, 1.752], [1.314, 3.936, -2.206]], "multiplicity": 2, "homo_ev": [0.81, -6.62], "lumo_energy_ev": [3.52, 3.42], "largest_force_ev_per_a": 5.2, "gap_ev": [2.72, 10.04], "s2": 0.75, "total_charge": -1}

***

5.
{"formula": "C6H16O2", "method": "ωB97M-V/def2-TZVPD", "symbols": ["C", "C", "C", "C", "C", "C", "H", "H", "H", "H", "H", "H", "H", "H", "H", "H", "H", "H", "H", "H", "O", "H", "H", "O"], "coordinates": [[0.919, -1.929, -1.313], [0.105, -1.859, -0.022], [-0.523, -0.473, 0.408], [0.516, 0.318, 1.139], [0.342, 1.684, 1.551], [-1.815, -0.646, 1.191], [0.671, -2.888, -1.810], [2.005, -1.899, -1.145], [0.609, -1.100, -1.982], [-0.786, -2.488, -0.092], [0.657, -2.261, 0.856], [1.380, -0.220, 1.517], [1.025, 2.053, 2.304], [0.991, 1.371, 0.542], [-0.391, 2.377, 1.090], [-2.567, -1.093, 0.535], [-2.181, 0.364, 1.412], [-1.744, -1.245, 2.115], [0.046, 1.835, -1.226], [-0.675, 3.117, -1.679], [-0.838, 2.391, -1.075], [1.652, 1.365, -2.342], [-0.756, 0.039, -0.527], [1.360, 1.186, -1.447]], "atomic_forces_ev_per_a": [[-0.455, -0.101, -0.398], [-0.810, 0.251, 1.163], [1.595, -1.180, -1.452], [-1.971, 1.672, 1.651], [0.164, -1.866, -0.511], [-0.302, 0.605, 0.286], [0.303, 0.419, 0.179], [-0.419, 0.230, -0.128], [0.488, -0.439, 0.357], [0.185, -0.241, -0.221], [-0.160, 0.110, -0.455], [0.077, 0.225, 0.048], [0.249, 0.159, -0.241], [1.101, 0.630, -1.587], [0.048, -0.810, 0.299], [0.192, -0.100, 0.105], [-0.118, -0.266, 0.288], [0.148, 0.276, -0.380], [0.025, 0.232, -0.424], [-0.187, 0.226, -0.042], [0.195, -0.286, 0.252], [0.137, 0.028, 0.001], [-0.069, 0.276, 0.123], [-0.419, -0.050, 1.086]], "multiplicity": 1, "homo_ev": -8.12, "lumo_energy_ev": -0.72, "largest_force_ev_per_a": 3.1, "gap_ev": 7.40, "total_charge": 0}

***

6.
{"formula": "C6H16O2", "method": "ωB97M-V/def2-TZVPD", "symbols": ["C", "C", "C", "O", "H", "H", "H", "H", "H", "H", "H", "H", "C", "C", "C", "O", "H", "H", "H", "H", "H", "H", "H", "H"], "coordinates": [[2.172, 6.897, 2.589], [1.000, 6.274, 1.906], [1.334, 5.938, 0.451], [2.423, 5.046, 0.386], [1.888, 7.259, 3.591], [2.527, 7.755, 1.993], [3.000, 6.177, 2.696], [0.720, 5.319, 2.392], [0.114, 6.937, 1.935], [0.460, 5.426, 0.007], [1.573, 6.811, -0.187], [1.993, 4.277, 0.814], [2.330, -2.861, 0.952], [3.871, -3.287, 0.918], [4.710, -2.846, 2.112], [4.766, -1.456, 2.052], [2.211, -1.766, 0.909], [1.813, -3.236, 1.852], [1.851, -3.303, 0.062], [4.011, -4.383, 0.978], [4.299, -2.945, -0.044], [4.288, -3.284, 3.038], [5.745, -3.222, 2.004], [5.500, -1.216, 1.449]], "atomic_forces_ev_per_a": [[0.649, 0.487, 0.736], [-0.641, -0.193, -0.738], [-0.965, 0.328, -0.463], [-0.488, -1.019, 0.508], [0.254, -0.087, -0.325], [0.005, -0.235, 0.317], [-0.297, 0.388, -0.072], [-0.035, 0.384, -0.047], [0.324, -0.310, -0.006], [0.108, 0.442, -0.063], [-0.074, -0.252, 0.551], [1.160, 0.065, -0.399], [1.259, -0.488, -0.120], [-0.963, -0.953, 0.304], [0.182, -0.550, -1.493], [0.780, 1.734, 0.607], [0.187, -0.474, 0.044], [0.284, 0.106, -0.314], [0.051, 0.223, 0.396], [-0.664, 0.133, -0.612], [0.000, -0.085, 0.557], [0.120, 0.846, -0.173], [-0.449, -0.312, 0.158], [-0.787, -0.177, 0.646]], "multiplicity": 1, "homo_ev": -10.01, "lumo_energy_ev": 0.82, "largest_force_ev_per_a": 2.0, "gap_ev": 10.83, "total_charge": 0}